No. 1
The following is a quantum chemistry calculation of a structure of composition C54H53N2O4P2S3W in a non-equilibrium geometry, from OMol25.

Atoms and positions in Å:
W: 0.602 0.340 1.196
O: -2.526 1.730 1.417
S: -1.858 0.976 0.334
C: -2.035 1.973 -1.126
C: -3.101 2.856 -1.099
C: -3.671 3.376 -2.278
C: -3.202 2.916 -3.480
C: -3.642 3.173 -4.896
C: -2.646 2.376 -5.779
C: -1.683 1.747 -4.809
C: -0.560 0.984 -4.992
C: 0.231 0.687 -3.865
C: -0.135 1.014 -2.567
P: 1.131 1.149 -1.290
C: 2.741 0.760 -2.049
C: 3.101 1.613 -3.105
C: 4.327 1.480 -3.728
C: 5.229 0.521 -3.284
C: 4.891 -0.305 -2.227
C: 3.650 -0.190 -1.615
C: 1.394 2.938 -1.041
C: 2.569 3.310 -0.383
C: 2.889 4.646 -0.225
C: 2.045 5.629 -0.727
C: 0.887 5.265 -1.396
C: 0.563 3.926 -1.561
C: -1.400 1.635 -2.353
C: -2.077 2.069 -3.497
C: -2.985 -0.373 -0.038
C: -4.295 0.086 -0.022
C: -5.398 -0.702 -0.364
C: -5.152 -1.986 -0.765
C: -6.094 -3.058 -1.228
C: -5.188 -4.267 -1.554
C: -3.801 -3.809 -1.208
C: -2.604 -4.466 -1.276
C: -1.468 -3.778 -0.838
C: -1.464 -2.467 -0.370
P: 0.158 -2.033 0.287
C: 1.236 -2.671 -1.029
C: 2.296 -3.542 -0.777
C: 3.017 -4.080 -1.833
C: 2.681 -3.767 -3.140
C: 1.610 -2.922 -3.396
C: 0.887 -2.382 -2.347
C: 0.489 -3.109 1.710
C: -0.433 -4.047 2.168
C: -0.109 -4.882 3.228
C: 1.135 -4.794 3.834
C: 2.054 -3.852 3.390
C: 1.729 -3.008 2.342
C: -2.690 -1.730 -0.368
C: -3.829 -2.471 -0.760
H: -3.536 3.116 -0.146
H: -4.496 4.071 -2.209
H: -3.610 4.240 -5.118
H: -4.675 2.854 -5.044
H: -2.114 3.029 -6.473
H: -3.143 1.617 -6.384
H: -0.220 0.684 -5.973
H: 1.192 0.223 -4.038
H: 2.426 2.392 -3.439
H: 4.586 2.137 -4.545
H: 6.195 0.430 -3.759
H: 5.590 -1.046 -1.871
H: 3.414 -0.859 -0.807
H: 3.261 2.561 -0.016
H: 3.809 4.921 0.271
H: 2.302 6.672 -0.616
H: 0.237 6.024 -1.808
H: -0.338 3.676 -2.104
H: -4.485 1.107 0.273
H: -6.392 -0.284 -0.324
H: -6.669 -2.723 -2.091
H: -6.814 -3.292 -0.442
H: -5.243 -4.551 -2.606
H: -5.457 -5.151 -0.976
H: -2.516 -5.483 -1.631
H: -0.534 -4.328 -0.858
H: 2.552 -3.833 0.229
H: 3.828 -4.766 -1.630
H: 3.236 -4.201 -3.959
H: 1.324 -2.706 -4.416
H: 0.020 -1.772 -2.562
H: -1.414 -4.126 1.720
H: -0.833 -5.605 3.575
H: 1.389 -5.455 4.649
H: 3.027 -3.786 3.855
H: 2.476 -2.299 1.987
O: 2.463 0.203 1.040
O: 3.635 -0.197 1.349
C: -0.947 -0.548 2.447
H: -0.425 -1.299 3.040
H: -1.821 -1.013 1.989
H: -1.274 0.265 3.099
C: -0.123 -0.004 6.168
C: 1.285 0.466 5.845
S: 1.924 -0.406 4.412
O: 1.261 0.381 3.253
C: 3.649 0.085 4.448
C: 3.899 1.581 4.382
H: -0.536 0.598 6.975
H: -0.130 -1.043 6.490
H: -0.777 0.094 5.301
H: 1.986 0.271 6.658
H: 1.330 1.527 5.594
H: 4.111 -0.448 3.618
H: 4.025 -0.383 5.362
H: 3.283 2.042 3.608
H: 4.941 1.761 4.130
H: 3.699 2.065 5.337
N: -1.441 2.633 3.752
C: -0.267 3.080 3.365
N: 0.457 3.866 4.158
S: 0.402 2.801 1.773
H: -1.844 2.911 4.637
H: -2.039 2.213 3.035
H: 0.066 4.296 4.985
H: 1.333 4.229 3.814

ΔE to the lowest compared entry with this formula, charge and spin: 2.430 eV
Lowest unoccupied orbital energy (alpha / beta): -8.678 / -9.406 eV
Orbital gap (alpha / beta): 6.106 / 5.374 eV
Total charge: +3
<S²>: 2.010
Multiplicity: 3

=====

No. 2
The following is a quantum chemistry calculation of a structure of composition C54H57BrGeN13O3Tl, from OMol25.

Atoms and positions in Å:
Tl: -1.421 0.218 0.045
C: -3.430 3.907 0.694
O: -2.060 3.721 1.008
C: -1.390 4.691 1.651
C: -1.929 5.821 2.233
C: -1.076 6.690 2.913
Br: -1.830 8.246 3.717
C: 0.269 6.462 3.019
C: 0.821 5.323 2.411
C: -0.005 4.442 1.723
O: 0.492 3.340 1.134
C: 2.272 5.125 2.511
N: 3.085 5.932 3.154
C: 4.339 5.385 2.981
C: 5.580 5.819 3.447
C: 6.695 5.069 3.125
C: 6.593 3.902 2.351
C: 5.373 3.453 1.879
C: 4.257 4.214 2.208
N: 2.921 4.074 1.925
H: -3.532 4.610 -0.138
H: -3.996 4.257 1.559
H: -3.788 2.923 0.410
H: -2.984 6.032 2.172
H: 0.926 7.136 3.548
H: -0.131 2.954 0.474
H: 5.654 6.720 4.044
H: 7.671 5.384 3.475
H: 7.489 3.338 2.121
H: 5.293 2.553 1.282
H: 2.443 3.368 1.385
C: -4.496 1.451 -1.770
N: -3.078 1.703 -1.564
C: -2.436 2.343 -2.461
C: -1.037 2.657 -2.369
C: -0.272 3.278 -3.362
C: 1.040 3.321 -2.874
C: 0.990 2.716 -1.616
N: -0.256 2.314 -1.295
C: -4.832 0.678 -3.025
C: -4.014 -0.374 -3.435
C: -4.352 -1.133 -4.543
C: -5.507 -0.853 -5.264
C: -6.325 0.193 -4.864
C: -5.987 0.951 -3.750
H: -5.056 2.396 -1.759
H: -4.850 0.867 -0.915
H: -2.930 2.679 -3.385
H: -0.641 3.640 -4.312
H: 1.914 3.734 -3.356
H: 1.813 2.557 -0.931
H: -3.124 -0.605 -2.858
H: -3.713 -1.957 -4.838
H: -5.768 -1.448 -6.131
H: -7.229 0.420 -5.417
H: -6.627 1.771 -3.439
C: 0.855 -3.631 3.361
N: 1.150 -2.333 2.804
C: 0.463 -1.685 1.854
N: 1.034 -0.523 1.618
C: 2.110 -0.531 2.438
N: 2.232 -1.610 3.183
C: 1.801 -4.692 2.858
C: 2.485 -5.531 3.724
C: 3.312 -6.536 3.227
C: 3.476 -6.691 1.862
C: 2.806 -5.830 0.993
C: 1.964 -4.849 1.489
C: 3.011 -5.938 -0.449
N: 3.564 -6.881 -1.134
N: 3.602 -6.434 -2.455
C: 3.055 -5.264 -2.456
O: 2.650 -4.893 -1.224
C: 2.924 -4.293 -3.538
C: 3.346 -4.619 -4.825
C: 3.313 -3.652 -5.813
C: 2.883 -2.362 -5.516
C: 2.448 -2.040 -4.238
C: 2.035 -0.632 -3.888
N: 2.934 -0.020 -2.927
C: 2.851 -0.013 -1.589
N: 3.930 0.539 -1.069
C: 4.658 0.853 -2.169
N: 4.103 0.527 -3.317
C: 2.454 -3.018 -3.255
H: -0.163 -3.876 3.049
H: 0.861 -3.569 4.449
H: -0.417 -2.060 1.352
H: 2.800 0.294 2.530
H: 2.374 -5.398 4.793
H: 3.842 -7.186 3.911
H: 4.129 -7.452 1.455
H: 1.442 -4.186 0.808
H: 3.711 -5.618 -5.025
H: 3.642 -3.893 -6.816
H: 2.887 -1.598 -6.284
H: 1.042 -0.606 -3.444
H: 2.039 -0.006 -4.778
H: 1.985 -0.379 -1.052
H: 5.618 1.342 -2.124
H: 2.106 -2.780 -2.257
C: -2.504 -3.789 1.259
Ge: -2.855 -2.727 -0.384
C: -3.138 -4.139 -1.779
C: -4.690 -1.997 -0.155
C: -1.305 -1.743 -0.952
H: -3.433 -4.106 1.738
H: -1.955 -3.183 1.982
H: -1.923 -4.677 0.995
H: -3.780 -4.943 -1.404
H: -2.178 -4.568 -2.074
H: -3.614 -3.710 -2.665
H: -5.296 -2.710 0.412
H: -5.161 -1.838 -1.129
H: -4.634 -1.063 0.406
H: -1.412 -1.604 -2.035
C: -1.144 0.993 3.710
C: -2.478 0.443 3.169
C: -3.541 1.554 3.353
C: -2.897 -0.730 4.084
N: -2.426 -0.108 1.851
H: -1.265 1.471 4.692
H: -0.741 1.726 3.009
H: -0.413 0.189 3.810
H: -3.740 1.766 4.412
H: -4.470 1.244 2.869
H: -3.192 2.474 2.890
H: -3.037 -0.408 5.124
H: -2.129 -1.508 4.054
H: -3.829 -1.164 3.715

ΔE to the lowest compared entry with this formula, charge and spin: 2.282 eV
Lowest unoccupied orbital energy: 3.607 eV
Orbital gap: 4.786 eV
Total charge: -2

=====

No. 3
The following is a quantum chemistry calculation of a structure of composition C54H58AuGeN7S3, from OMol25.

Atoms and positions in Å:
Au: 1.425 0.115 1.446
N: 4.059 0.025 3.394
C: 2.905 -0.363 4.035
C: 3.026 -0.657 5.399
C: 1.916 -0.987 6.130
C: 0.676 -1.008 5.485
C: 0.622 -0.739 4.151
N: 1.726 -0.447 3.403
C: 4.311 0.657 2.201
C: 5.645 1.024 1.965
C: 5.978 1.687 0.817
C: 4.966 1.989 -0.101
C: 3.692 1.596 0.178
N: 3.341 0.924 1.314
H: 4.879 -0.056 3.978
H: 4.000 -0.588 5.866
H: 2.000 -1.194 7.189
H: -0.237 -1.223 6.022
H: -0.310 -0.719 3.612
H: 6.395 0.783 2.707
H: 7.003 1.978 0.634
H: 5.175 2.525 -1.015
H: 2.883 1.820 -0.489
N: 0.808 1.113 -0.240
S: 0.613 0.458 -1.639
N: -0.675 -0.424 -1.836
S: -0.866 -1.978 -1.744
N: -0.300 -2.671 -0.467
S: -0.656 -2.184 1.039
N: -0.395 -0.743 1.443
C: -2.374 -2.450 1.343
C: -3.194 -1.367 1.637
C: -4.538 -1.611 1.872
C: -5.034 -2.908 1.818
C: -4.194 -3.977 1.523
C: -2.850 -3.756 1.280
C: 0.200 -3.452 1.927
C: 1.227 -4.198 1.359
C: 1.873 -5.146 2.139
C: 1.483 -5.352 3.455
C: 0.447 -4.607 4.009
C: -0.200 -3.649 3.247
C: -0.076 -2.831 -3.058
C: -0.321 -2.345 -4.341
C: 0.206 -3.032 -5.418
C: 0.946 -4.192 -5.207
C: 1.164 -4.671 -3.922
C: 0.649 -3.993 -2.827
C: -2.592 -2.165 -1.999
C: -3.037 -3.468 -2.216
C: -4.386 -3.667 -2.443
C: -5.258 -2.582 -2.451
C: -4.793 -1.292 -2.229
C: -3.445 -1.067 -1.997
C: 2.082 -0.410 -2.119
C: 2.559 -1.460 -1.336
C: 3.700 -2.129 -1.740
C: 4.349 -1.764 -2.915
C: 3.864 -0.720 -3.686
C: 2.724 -0.030 -3.295
C: 0.390 1.764 -2.792
C: 1.163 2.912 -2.640
C: 1.022 3.935 -3.562
C: 0.132 3.798 -4.622
C: -0.620 2.638 -4.768
C: -0.497 1.606 -3.852
H: -2.785 -0.368 1.692
H: -5.199 -0.789 2.113
H: -6.081 -3.091 2.020
H: -4.587 -4.985 1.494
H: -2.188 -4.586 1.063
H: 1.515 -4.049 0.329
H: 2.668 -5.741 1.711
H: 1.976 -6.110 4.049
H: 0.130 -4.792 5.026
H: -1.037 -3.101 3.663
H: -0.931 -1.465 -4.503
H: 0.027 -2.677 -6.424
H: 1.342 -4.735 -6.055
H: 1.725 -5.583 -3.771
H: 0.794 -4.367 -1.825
H: -2.350 -4.306 -2.228
H: -4.758 -4.665 -2.628
H: -6.310 -2.745 -2.644
H: -5.481 -0.457 -2.244
H: -3.069 -0.069 -1.823
H: 2.059 -1.765 -0.426
H: 4.085 -2.944 -1.141
H: 5.236 -2.299 -3.230
H: 4.371 -0.433 -4.598
H: 2.357 0.784 -3.903
H: 1.870 3.003 -1.829
H: 1.608 4.838 -3.458
H: 0.027 4.599 -5.341
H: -1.312 2.542 -5.594
H: -1.104 0.717 -3.941
C: -0.727 7.045 2.643
C: -0.173 5.644 2.422
C: 0.278 5.421 0.981
C: 0.846 4.008 0.767
Ge: -0.451 2.565 0.545
C: -2.076 2.533 -0.532
C: -2.873 3.847 -0.698
C: -3.983 3.998 0.337
C: -3.465 4.238 1.747
H: -1.141 7.157 3.643
H: -1.521 7.270 1.928
H: 0.052 7.797 2.520
H: -0.925 4.896 2.700
H: 0.684 5.471 3.081
H: 1.051 6.151 0.731
H: -0.550 5.620 0.296
H: 1.425 3.726 1.654
H: 1.542 3.975 -0.071
H: -0.693 1.894 1.909
H: -2.706 1.776 -0.054
H: -1.811 2.138 -1.511
H: -3.311 3.850 -1.698
H: -2.214 4.717 -0.659
H: -4.609 3.099 0.314
H: -4.630 4.824 0.040
H: -2.786 3.442 2.081
H: -4.278 4.276 2.471
H: -2.929 5.186 1.808

ΔE to the lowest compared entry with this formula, charge and spin: 0.000 eV
Lowest unoccupied orbital energy: -11.066 eV
Orbital gap: 7.092 eV
Total charge: +4

=====

No. 4
The following is a quantum chemistry calculation of a structure of composition C54H58N7PdS4Si2, from OMol25.

Atoms and positions in Å:
Pd: -0.015 -0.359 -0.300
N: 0.479 1.695 0.331
S: 0.865 2.955 0.906
N: 1.992 3.053 2.113
S: 2.086 2.013 3.246
N: 2.062 0.501 2.992
S: 2.477 -0.383 1.650
N: 1.385 -1.082 0.982
C: 3.586 -1.566 2.378
C: 4.431 -2.254 1.514
C: 5.242 -3.253 2.026
C: 5.197 -3.561 3.382
C: 4.337 -2.879 4.228
C: 3.521 -1.872 3.727
C: 3.641 0.708 0.796
C: 4.832 1.032 1.447
C: 5.736 1.876 0.824
C: 5.454 2.385 -0.440
C: 4.269 2.050 -1.078
C: 3.352 1.211 -0.458
C: 0.881 2.216 4.528
C: 0.933 3.394 5.270
C: 0.000 3.592 6.270
C: -0.961 2.618 6.524
C: -0.991 1.446 5.785
C: -0.062 1.231 4.772
C: 3.587 2.496 4.050
C: 4.330 3.572 3.599
C: 5.511 3.882 4.261
C: 5.921 3.123 5.346
C: 5.163 2.040 5.780
C: 3.983 1.719 5.130
C: 1.664 4.081 -0.222
C: 2.299 5.248 0.190
C: 2.805 6.108 -0.772
C: 2.668 5.800 -2.122
C: 2.032 4.631 -2.517
C: 1.520 3.763 -1.561
C: -0.469 3.984 1.517
C: -0.326 4.901 2.551
C: -1.427 5.648 2.945
C: -2.647 5.484 2.301
C: -2.773 4.578 1.256
C: -1.680 3.822 0.860
H: 4.447 -2.011 0.457
H: 5.906 -3.795 1.366
H: 5.835 -4.342 3.777
H: 4.297 -3.131 5.280
H: 2.836 -1.335 4.370
H: 5.060 0.619 2.424
H: 6.663 2.130 1.323
H: 6.162 3.043 -0.928
H: 4.050 2.443 -2.064
H: 2.407 0.980 -0.926
H: 1.702 4.133 5.076
H: 0.026 4.500 6.858
H: -1.691 2.772 7.308
H: -1.745 0.698 5.997
H: -0.061 0.325 4.179
H: 3.994 4.132 2.736
H: 6.113 4.716 3.923
H: 6.840 3.373 5.860
H: 5.492 1.448 6.624
H: 3.379 0.876 5.448
H: 2.405 5.472 1.244
H: 3.303 7.021 -0.472
H: 3.058 6.480 -2.870
H: 1.932 4.396 -3.568
H: 1.021 2.840 -1.835
H: 0.631 5.029 3.035
H: -1.333 6.360 3.755
H: -3.504 6.067 2.614
H: -3.724 4.453 0.754
H: -1.754 3.096 0.058
C: 1.817 -4.001 -0.592
Si: 1.099 -3.021 -2.006
C: 0.798 -4.263 -3.382
C: 2.337 -1.803 -2.696
C: -0.439 -2.054 -1.477
C: -0.978 -1.104 -2.490
C: -1.242 -1.275 -3.849
C: -1.773 -0.208 -4.551
C: -2.007 1.006 -3.905
C: -1.686 1.116 -2.568
N: -1.202 0.079 -1.887
Si: -1.900 -3.025 -0.776
C: -2.601 -4.132 -2.119
C: -3.289 -1.859 -0.309
C: -1.381 -4.149 0.636
H: 2.812 -4.368 -0.868
H: 1.196 -4.874 -0.374
H: 1.906 -3.395 0.310
H: 1.747 -4.765 -3.604
H: 0.447 -3.808 -4.311
H: 0.086 -5.038 -3.090
H: 3.354 -2.209 -2.721
H: 2.337 -0.911 -2.078
H: 2.070 -1.514 -3.717
H: -1.035 -2.225 -4.323
H: -2.010 -0.313 -5.603
H: -2.425 1.853 -4.433
H: -1.827 2.040 -2.020
H: -2.942 -3.559 -2.987
H: -3.463 -4.690 -1.735
H: -1.864 -4.860 -2.459
H: -3.905 -1.653 -1.190
H: -2.911 -0.910 0.067
H: -3.940 -2.296 0.456
H: -1.302 -5.178 0.275
H: -2.130 -4.136 1.435
H: -0.418 -3.871 1.068
N: -3.838 -2.508 5.944
C: -3.688 -1.194 5.701
S: -4.199 -0.050 6.755
C: -2.953 -0.860 4.430
C: -2.124 -1.779 3.802
C: -1.438 -1.400 2.655
N: -1.547 -0.198 2.100
C: -2.341 0.676 2.708
C: -3.057 0.397 3.865
H: -4.416 -2.748 6.734
H: -3.832 -3.163 5.176
H: -1.956 -2.765 4.217
H: -0.744 -2.077 2.174
H: -2.404 1.660 2.258
H: -3.683 1.147 4.330

Lowest unoccupied orbital energy: -2.255 eV
Orbital gap: 7.566 eV
Total charge: +1

=====

Number 1: E -4443.4309 Ha. Number 2: E -7852.8325 Ha. Number 3: E -5881.4641 Ha. Number 4: E -4775.0893 Ha.